# 1
ORCA calculation (ωB97M-V with the def2-TZVPD basis set) on a molecular structure, C20H8Br2ClF8MoN2O4Se.

Output
E_HOMO (alpha / beta) (eV): -12.03 / -12.02
Gap between HOMO and LUMO (alpha / beta) (eV): 6.77 / 6.80
2S+1: 3
LUMO energy (alpha / beta) (eV): -5.27 / -5.22
ΔE to the lowest compared entry with this formula, charge and spin (kJ/mol): 10.9
Net charge: +1

```
47
C20H8Br2ClF8MoN2O4Se | the Open Molecules 2025 dataset | ωB97M-V with the def2-TZVPD basis set
Mo 0.366 -0.219 0.094
Br 5.934 0.736 -3.561
C 4.568 0.464 -2.363
C 4.052 -0.829 -2.196
C 2.974 -1.030 -1.359
N 2.283 0.031 -0.849
C 2.707 1.304 -1.073
C 3.925 1.513 -1.734
C 1.844 2.392 -0.490
C 2.052 3.752 -0.691
C 1.149 4.652 -0.015
Br 1.462 6.480 0.029
C 0.047 4.165 0.637
C -0.090 2.788 0.756
N 0.728 1.929 0.159
H 4.521 -1.702 -2.597
H 2.649 -2.069 -1.128
H 4.270 2.544 -1.844
H 2.900 4.184 -1.232
H -0.615 4.843 1.142
H -0.937 2.358 1.307
F -5.982 -1.246 0.108
C -4.777 -1.058 -0.426
C -4.000 -2.155 -0.804
F -4.309 -3.382 -0.503
C -2.765 -1.836 -1.326
F -2.020 -2.880 -1.651
C -2.300 -0.523 -1.513
Se -0.553 -0.258 -2.113
C -3.089 0.526 -1.164
F -2.745 1.827 -1.212
C -4.364 0.235 -0.650
F -5.142 1.193 -0.164
Cl 2.252 -4.645 -0.136
C 1.003 -4.455 1.060
C 0.472 -2.997 1.212
O -0.406 -2.802 2.013
O 0.967 -2.078 0.342
H 1.353 -4.811 2.008
H 0.172 -5.067 0.689
F -2.440 -1.603 3.663
C -1.879 -0.402 3.572
F -2.817 0.532 3.455
F -1.161 -0.152 4.661
C -0.950 -0.176 2.324
O -1.555 -0.203 1.196
O 0.247 0.127 2.366
```

---

# 2
ORCA calculation (ωB97M-V with the def2-TZVPD basis set) on a molecular structure, C20H9Cl2IIrN4O5S3.

Output
E_HOMO (eV): -5.30
Gap between HOMO and LUMO (eV): 7.02
LUMO energy (eV): 1.71
ΔE to the lowest compared entry with this formula, charge and spin (kJ/mol): 108.0
Net charge: -1

```
45
C20H9Cl2IIrN4O5S3 | the Open Molecules 2025 dataset | ωB97M-V with the def2-TZVPD basis set
Ir -0.397 0.557 0.019
Cl 5.604 0.845 3.470
C 3.917 0.658 3.063
C 2.988 0.569 4.060
C 1.622 0.412 3.768
I 0.236 0.307 5.310
C 1.157 0.325 2.463
O -0.073 0.129 2.110
C 2.160 0.419 1.436
N 1.685 0.350 0.152
C 2.509 0.528 -0.856
C 3.886 0.724 -0.667
C 4.391 0.754 0.599
C 3.525 0.605 1.706
H 3.307 0.629 5.091
H 2.069 0.509 -1.845
H 4.519 0.872 -1.529
H 5.446 0.917 0.773
S -0.881 0.465 -2.249
C -2.318 1.371 -1.925
S -2.536 1.432 -0.208
C -3.145 1.927 -2.869
C -4.354 2.586 -2.494
N -5.340 3.110 -2.206
C -2.833 1.845 -4.258
N -2.579 1.777 -5.381
O 0.459 2.849 1.298
Cl 0.943 3.523 0.108
O 2.382 3.542 0.098
O 0.411 4.842 0.001
O 0.464 2.684 -1.017
S 0.150 -3.878 0.274
C 0.359 -2.198 0.437
N -0.630 -1.443 0.053
C -1.707 -2.241 -0.402
C -2.961 -1.810 -0.837
C -3.874 -2.752 -1.252
C -3.574 -4.121 -1.238
C -2.354 -4.564 -0.784
C -1.431 -3.607 -0.361
H 1.273 -1.810 0.849
H -3.203 -0.759 -0.830
H -4.847 -2.425 -1.596
H -4.310 -4.836 -1.582
H -2.115 -5.619 -0.749
```

---

# 3
ORCA calculation (ωB97M-V with the def2-TZVPD basis set) on a molecular structure, C21H11Cl2N3O9Os.

Output
E_HOMO (alpha / beta) (eV): -9.14 / -9.60
Gap between HOMO and LUMO (alpha / beta) (eV): 7.70 / 7.47
2S+1: 5
LUMO energy (alpha / beta) (eV): -1.45 / -2.13
ΔE to the lowest compared entry with this formula, charge and spin (kJ/mol): 26.6

```
47
C21H11Cl2N3O9Os | the Open Molecules 2025 dataset | ωB97M-V with the def2-TZVPD basis set
Os 1.062 1.003 -2.115
Cl 6.133 -3.812 -1.118
C 4.655 -3.010 -1.637
C 3.506 -3.413 -0.934
C 2.375 -2.609 -1.053
Cl 0.806 -3.114 -0.536
C 2.383 -1.610 -2.038
O 1.276 -0.990 -2.362
C 3.525 -1.236 -2.724
C 3.698 -0.016 -3.432
O 2.896 0.918 -3.605
C 4.755 -1.968 -2.424
H 3.340 -4.293 -0.338
H 4.733 0.074 -3.692
H 5.696 -1.651 -2.834
O -0.042 4.673 -0.877
C -0.214 3.494 -1.193
O 0.844 2.848 -1.695
C -1.552 2.832 -1.122
C -2.503 3.400 -0.270
C -3.661 2.719 0.020
C -3.887 1.473 -0.487
C -2.931 0.901 -1.274
C -1.766 1.545 -1.695
O -0.916 0.915 -2.480
N -3.128 -0.382 -1.989
O -2.319 -1.294 -1.792
O -4.088 -0.467 -2.788
N -4.694 3.315 0.869
O -4.673 4.490 1.168
O -5.669 2.631 1.213
H -2.261 4.347 0.201
H -4.747 0.842 -0.347
N 0.034 0.470 0.320
C -0.057 0.154 1.405
C -0.217 -0.506 2.665
C -0.649 0.238 3.850
C -0.856 -0.445 5.040
C -0.643 -1.860 5.017
C -0.342 -2.540 3.874
C -0.178 -1.882 2.708
H -0.563 1.305 3.771
H -0.979 0.036 5.973
H -0.687 -2.297 5.993
H -0.155 -3.644 3.946
H 0.238 -2.459 1.854
H 2.422 0.875 -1.038
```